(1)
Molecular formula: C3H8N2OS
Method: DFT, the ωB97M-V functional and the def2-TZVPD basis

Last columns: bonded neighbours and bond lengths (Å).
Cartesian coordinates (Å):
1 C 1.658 -1.530 0.355  O2 1.426, H8 1.091, H9 1.072, H10 1.102
2 O 0.954 -1.014 -0.773  C1 1.426, C3 1.363
3 C -0.052 -0.168 -0.415  O2 1.363, N4 1.277, S6 1.764
4 N 0.109 1.076 -0.171  C3 1.277, N5 1.385
5 N 1.418 1.527 -0.170  N4 1.385, H11 1.013, H12 1.030
6 S -1.632 -0.953 -0.396  C3 1.764, C7 1.805
7 C -2.661 0.427 0.144  S6 1.805, H13 1.091, H14 1.124, H15 1.099
8 H 0.997 -2.111 0.998  C1 1.091
9 H 2.422 -2.169 -0.042  C1 1.072
10 H 2.114 -0.719 0.946  C1 1.102
11 H 1.377 2.529 -0.312  N5 1.013
12 H 1.963 1.055 -0.906  N5 1.030
13 H -2.654 1.220 -0.606  C7 1.091
14 H -3.703 0.017 0.238  C7 1.124
15 H -2.311 0.812 1.112  C7 1.099

Calculated values
HOMO-LUMO gap	9.1	eV
spin multiplicity	1
net charge	0
relative energy (zero: lowest compared OMol25 entry of this formula, charge and spin)	223.91	kJ/mol
SMILES	CO/C(=N\N)SC
LUMO energy	0.9	eV
highest occupied orbital energy	-0.29916	Eh

For each atom in turn, the Löwdin charge in e is: C -0.078; O -0.171; C -0.752; N -0.032; N 0.002; S 0.903; C -0.419; H 0.088; H 0.084; H 0.090; H 0.078; H 0.092; H 0.031; H 0.045; H 0.039



(2)
Molecular formula: C24H27ClN4O2
Method: DFT, the ωB97M-V functional and the def2-TZVPD basis

Last columns: bonded neighbours and bond lengths (Å).
Cartesian coordinates (Å):
1 C -3.036 3.538 0.968  O2 1.402, H32 1.088, H33 1.098, H34 1.097
2 O -3.116 2.538 -0.011  C1 1.402, C3 1.408
3 C -2.570 1.310 0.407  O2 1.408, C4 1.526, H35 1.103, H36 1.103
4 C -2.757 0.289 -0.712  C3 1.526, C5 1.540, C31 1.540, H37 1.091
5 C -1.867 0.603 -1.929  C4 1.540, C6 1.524, H38 1.088, H39 1.088
6 C -0.773 -0.455 -1.851  C5 1.524, N7 1.448, H40 1.090, H41 1.104
7 N -1.496 -1.610 -1.363  C6 1.448, C8 1.451, C31 1.451
8 C -0.706 -2.799 -1.106  N7 1.451, C9 1.495, H42 1.094, H43 1.092
9 C 0.231 -2.680 0.052  C8 1.495, C10 1.389, N30 1.364
10 C 1.470 -2.058 0.122  C9 1.389, C11 1.484, N23 1.355
11 C 2.198 -1.523 -1.057  C10 1.484, O12 1.223, N13 1.351
12 O 2.126 -2.099 -2.133  C11 1.223
13 N 2.929 -0.399 -0.892  C11 1.351, C14 1.447, C22 1.441
14 C 3.453 0.270 -2.063  N13 1.447, C15 1.531, H44 1.094, H45 1.091
15 C 2.460 1.339 -2.524  C14 1.531, C16 1.506, H46 1.094, H47 1.092
16 C 1.892 2.121 -1.368  C15 1.506, C17 1.391, C21 1.393
17 C 1.130 3.258 -1.617  C16 1.391, C18 1.382, H48 1.081
18 C 0.590 3.995 -0.581  C17 1.382, C19 1.386, H49 1.080
19 C 0.805 3.599 0.730  C18 1.386, C20 1.382, H50 1.081
20 C 1.541 2.458 0.988  C19 1.382, C21 1.389, H51 1.081
21 C 2.085 1.714 -0.050  C16 1.393, C20 1.389, C22 1.509
22 C 2.885 0.472 0.256  N13 1.441, C21 1.509, H52 1.099, H53 1.090
23 N 1.943 -2.062 1.392  C10 1.355, C24 1.317
24 C 1.032 -2.674 2.121  N23 1.317, C25 1.402, N30 1.401
25 C 1.014 -2.957 3.494  C24 1.402, C26 1.365, H54 1.077
26 C -0.062 -3.601 4.032  C25 1.365, C27 1.413, H55 1.077
27 C -1.140 -3.970 3.196  C26 1.413, Cl28 1.726, C29 1.363
28 Cl -2.503 -4.780 3.880  C27 1.726
29 C -1.129 -3.699 1.860  C27 1.363, N30 1.356, H56 1.078
30 N -0.057 -3.060 1.330  C9 1.364, C24 1.401, C29 1.356
31 C -2.324 -1.123 -0.276  C4 1.540, N7 1.451, H57 1.093, H58 1.105
32 H -3.475 4.435 0.535  C1 1.088
33 H -3.595 3.257 1.871  C1 1.098
34 H -1.995 3.737 1.248  C1 1.097
35 H -1.499 1.432 0.640  C3 1.103
36 H -3.081 0.964 1.321  C3 1.103
37 H -3.810 0.307 -0.997  C4 1.091
38 H -1.476 1.618 -1.886  C5 1.088
39 H -2.433 0.482 -2.850  C5 1.088
40 H -0.316 -0.687 -2.813  C6 1.090
41 H 0.016 -0.131 -1.151  C6 1.104
42 H -1.396 -3.634 -0.950  C8 1.094
43 H -0.116 -2.994 -2.004  C8 1.092
44 H 4.413 0.723 -1.798  C14 1.094
45 H 3.606 -0.475 -2.845  C14 1.091
46 H 1.634 0.852 -3.051  C15 1.094
47 H 2.943 2.019 -3.229  C15 1.092
48 H 0.966 3.566 -2.640  C17 1.081
49 H 0.003 4.876 -0.792  C18 1.080
50 H 0.402 4.178 1.548  C19 1.081
51 H 1.702 2.135 2.007  C20 1.081
52 H 3.915 0.756 0.512  C22 1.099
53 H 2.472 -0.062 1.111  C22 1.090
54 H 1.860 -2.658 4.089  C25 1.077
55 H -0.107 -3.834 5.082  C26 1.077
56 H -1.939 -3.968 1.201  C29 1.078
57 H -3.174 -1.794 -0.131  C31 1.093
58 H -1.770 -1.054 0.678  C31 1.105

Calculated values
HOMO-LUMO gap	8.5	eV
spin multiplicity	1
net charge	0
relative energy (zero: lowest compared OMol25 entry of this formula, charge and spin)	0.00	kJ/mol
SMILES	COC[C@H]1CCN(Cc2c(C(=O)N3CCc4ccccc4C3)nc3ccc(Cl)cn23)C1
LUMO energy	0.2	eV
highest occupied orbital energy	-0.30495	Eh

For each atom in turn, the Löwdin charge in e is: C -0.110; O -0.180; C -0.216; C -0.245; C -0.102; C -0.177; N -0.143; C -0.104; C -0.116; C -0.128; C -0.402; O 0.065; N -0.035; C -0.124; C -0.100; C -0.176; C -0.042; C -0.085; C -0.104; C -0.038; C -0.150; C -0.097; N 0.156; C -0.260; C 0.016; C -0.094; C -0.656; Cl 0.685; C -0.064; N 0.058; C -0.143; H 0.090; H 0.089; H 0.067; H 0.127; H 0.132; H 0.142; H 0.105; H 0.116; H 0.126; H 0.113; H 0.121; H 0.125; H 0.131; H 0.123; H 0.115; H 0.123; H 0.116; H 0.105; H 0.099; H 0.115; H 0.140; H 0.102; H 0.119; H 0.104; H 0.123; H 0.125; H 0.120